{
  "formula": "C42H52As3BrCaN6O3S2",
  "method": "the ωB97M-V functional and the def2-TZVPD basis",
  "species": ["Ca", "C", "C", "N", "N", "C", "N", "S", "C", "C", "C", "C", "C", "N", "H", "H", "H", "H", "H", "H", "H", "H", "H", "H", "Br", "C", "C", "C", "C", "O", "C", "C", "N", "C", "C", "C", "C", "C", "C", "C", "C", "N", "C", "C", "H", "H", "H", "H", "H", "H", "H", "H", "H", "H", "C", "As", "C", "C", "C", "C", "C", "As", "C", "C", "C", "As", "C", "C", "H", "H", "H", "H", "H", "H", "H", "H", "H", "H", "H", "H", "H", "H", "H", "H", "H", "H", "H", "H", "H", "H", "H", "H", "H", "H", "H", "O", "C", "O", "C", "C", "C", "C", "S", "C", "C", "H", "H", "H", "H", "H"],
  "xyz": [[0.233, 1.318, -0.622], [3.138, -1.776, -2.471], [2.499, -0.485, -2.066], [1.269, -0.199, -2.300], [0.527, -1.060, -3.068], [-0.756, -0.775, -3.410], [-1.293, -1.700, -4.242], [-1.672, 0.516, -2.860], [3.308, 0.601, -1.386], [4.683, 0.645, -1.536], [5.377, 1.674, -0.912], [4.680, 2.608, -0.176], [3.294, 2.518, -0.143], [2.621, 1.559, -0.760], [2.754, -2.567, -1.819], [4.213, -1.768, -2.334], [2.932, -2.034, -3.514], [0.953, -1.920, -3.379], [-0.706, -2.297, -4.802], [-2.211, -1.498, -4.600], [5.216, -0.102, -2.101], [6.456, 1.722, -0.990], [5.181, 3.404, 0.356], [2.704, 3.248, 0.400], [0.432, 4.489, 6.410], [0.446, 3.450, 4.829], [0.668, 2.061, 4.916], [0.684, 1.286, 3.792], [0.474, 1.849, 2.498], [0.478, 1.097, 1.471], [0.239, 3.263, 2.424], [-0.042, 4.011, 1.220], [-0.211, 3.569, 0.017], [-0.592, 4.475, -1.011], [-1.353, 5.589, -0.786], [-1.752, 6.435, -1.847], [-1.389, 6.156, -3.128], [-0.604, 5.006, -3.401], [-0.179, 4.678, -4.712], [0.599, 3.581, -4.913], [0.934, 2.784, -3.797], [0.552, 3.036, -2.576], [-0.208, 4.156, -2.355], [0.249, 4.033, 3.614], [0.838, 1.610, 5.885], [0.889, 0.224, 3.835], [-0.111, 5.091, 1.388], [-1.690, 5.814, 0.218], [-2.359, 7.304, -1.627], [-1.692, 6.794, -3.948], [-0.478, 5.316, -5.535], [0.952, 3.303, -5.896], [1.540, 1.893, -3.933], [0.081, 5.102, 3.547], [-0.458, -2.204, 1.741], [-1.035, -1.666, -0.041], [-0.498, -3.309, -0.959], [-2.956, -2.142, -0.146], [-4.111, -1.435, 0.589], [-5.410, -2.003, -0.005], [-4.178, 0.090, 0.359], [-2.710, 1.221, 1.000], [-2.992, 1.279, 2.929], [-3.606, 2.922, 0.617], [-4.035, -1.727, 2.102], [-4.857, -3.375, 2.816], [-4.137, -3.110, 4.618], [-3.561, -4.740, 2.271], [-0.900, -3.157, 2.036], [-0.701, -1.430, 2.469], [0.631, -2.261, 1.694], [-0.846, -4.174, -0.392], [0.590, -3.349, -1.017], [-0.930, -3.341, -1.959], [-2.992, -3.201, 0.121], [-3.147, -2.085, -1.224], [-5.526, -1.672, -1.040], [-6.285, -1.672, 0.558], [-5.413, -3.095, -0.002], [-5.105, 0.465, 0.806], [-4.230, 0.294, -0.716], [-4.058, 1.327, 3.156], [-2.497, 2.176, 3.304], [-2.546, 0.418, 3.423], [-4.635, 2.902, 0.978], [-3.599, 3.119, -0.455], [-3.060, 3.721, 1.120], [-4.579, -0.949, 2.646], [-3.000, -1.689, 2.452], [-4.646, -2.271, 5.092], [-3.065, -2.912, 4.585], [-4.319, -4.005, 5.212], [-3.692, -4.997, 1.221], [-3.759, -5.633, 2.865], [-2.534, -4.420, 2.446], [7.221, -5.332, -1.997], [6.075, -5.597, -1.311], [5.647, -6.719, -1.312], [5.418, -4.452, -0.628], [5.962, -3.170, -0.532], [5.267, -2.138, 0.070], [3.974, -2.314, 0.607], [3.033, -0.985, 1.211], [3.475, -3.636, 0.558], [4.166, -4.664, -0.047], [7.415, -4.392, -1.935], [6.962, -2.942, -0.894], [5.729, -1.162, 0.156], [2.506, -3.831, 1.003], [3.747, -5.662, -0.086]],
  "e_homo_ev": -6.346,
  "e_tot_ev": -352152.6229,
  "lumo_ha": -0.0220,
  "e_above_lowest_kcal_mol": 0.0
}

{
  "formula": "C42H52Ge2O4SW",
  "method": "the ωB97M-V functional and the def2-TZVPD basis",
  "species": ["W", "C", "C", "C", "C", "O", "Ge", "O", "C", "C", "C", "C", "O", "C", "C", "C", "C", "H", "H", "H", "H", "H", "H", "H", "H", "H", "H", "H", "H", "H", "H", "H", "H", "H", "H", "H", "H", "H", "H", "H", "H", "H", "H", "H", "C", "C", "C", "C", "C", "C", "Ge", "C", "C", "C", "C", "C", "C", "C", "C", "C", "C", "C", "C", "H", "H", "H", "H", "H", "H", "H", "H", "H", "H", "H", "H", "H", "H", "H", "O", "S", "C", "C", "C", "C", "C", "C", "C", "C", "C", "C", "C", "C", "H", "H", "H", "H", "H", "H", "H", "H", "H", "H"],
  "xyz": [[1.546, 1.264, 0.889], [4.886, 3.109, 2.098], [3.756, 3.477, 1.088], [3.323, 4.895, 1.429], [4.131, 3.146, -0.361], [2.597, 2.739, 1.448], [4.077, -0.009, 1.799], [3.345, 0.236, 0.035], [3.624, -1.032, -0.738], [5.044, -1.546, -0.394], [3.521, -0.750, -2.241], [2.616, -2.083, -0.475], [2.050, -0.119, 2.212], [1.736, -0.510, 3.736], [2.091, 0.711, 4.510], [0.273, -0.916, 3.720], [2.619, -1.716, 3.964], [5.632, 3.841, 2.330], [5.358, 2.157, 1.853], [4.411, 2.851, 3.088], [4.020, 5.693, 1.102], [3.063, 5.147, 2.428], [2.413, 5.070, 0.846], [4.853, 3.855, -0.766], [3.146, 3.072, -0.951], [4.595, 2.153, -0.376], [5.730, -0.689, -0.306], [5.377, -2.256, -1.194], [5.015, -2.125, 0.578], [4.073, 0.134, -2.480], [2.496, -0.473, -2.546], [3.860, -1.585, -2.857], [1.609, -1.762, -0.758], [2.529, -2.290, 0.599], [2.850, -3.012, -0.991], [1.304, 1.440, 4.411], [3.064, 1.098, 4.127], [2.157, 0.600, 5.613], [-0.295, -0.088, 3.309], [-0.176, -1.149, 4.675], [0.174, -1.829, 3.139], [3.657, -1.400, 4.086], [2.581, -2.368, 3.076], [2.409, -2.269, 4.857], [-2.698, 2.904, 3.059], [-1.568, 3.676, 3.124], [-0.352, 3.253, 2.504], [-0.325, 2.010, 1.838], [-1.527, 1.336, 1.670], [-2.717, 1.835, 2.197], [0.468, 1.614, -2.649], [-0.095, 3.501, -2.575], [-1.137, 3.768, -1.704], [-1.307, 5.057, -1.217], [-0.552, 6.120, -1.806], [0.329, 5.865, -2.817], [0.563, 4.513, -3.257], [-1.463, 0.832, -2.863], [-2.306, 0.805, -1.741], [-3.673, 0.765, -1.850], [-4.254, 0.741, -3.111], [-3.427, 0.829, -4.256], [-2.050, 0.776, -4.143], [-3.567, 2.987, 3.695], [-1.566, 4.524, 3.783], [0.527, 3.888, 2.501], [-1.393, 0.453, 1.128], [-3.704, 1.488, 1.874], [-1.834, 2.997, -1.384], [-2.098, 5.212, -0.434], [-0.604, 7.109, -1.332], [0.832, 6.633, -3.348], [1.239, 4.368, -4.089], [-1.864, 0.859, -0.722], [-4.289, 0.799, -0.962], [-5.309, 0.904, -3.157], [-3.898, 1.025, -5.215], [-1.417, 0.854, -5.042], [0.722, 1.421, -0.821], [-1.986, -5.298, 0.180], [-2.186, -6.146, -1.327], [-2.801, -7.366, -1.393], [-2.813, -8.041, -2.600], [-2.365, -7.473, -3.765], [-1.850, -6.161, -3.740], [-1.657, -5.558, -2.496], [-3.451, -4.349, 0.232], [-3.612, -3.100, -0.444], [-4.845, -2.450, -0.333], [-5.884, -2.981, 0.476], [-5.715, -4.230, 1.067], [-4.531, -4.900, 0.972], [-3.297, -7.822, -0.539], [-3.208, -9.047, -2.685], [-2.447, -7.970, -4.738], [-1.550, -5.720, -4.688], [-1.188, -4.535, -2.399], [-2.828, -2.831, -1.121], [-5.055, -1.551, -0.912], [-6.831, -2.464, 0.573], [-6.502, -4.610, 1.708], [-4.224, -5.829, 1.482]],
  "e_homo_ev": [-18.024, -17.981],
  "e_tot_ev": -178236.5497,
  "charge": 4,
  "lumo_ha": [-0.5023, -0.5040],
  "spin_multiplicity": 3,
  "e_above_lowest_kcal_mol": 40.9
}

{
  "formula": "C42H52N6SV",
  "method": "the ωB97M-V functional and the def2-TZVPD basis",
  "species": ["V", "C", "C", "C", "C", "C", "C", "C", "N", "C", "C", "C", "C", "C", "C", "C", "C", "C", "C", "N", "C", "C", "C", "N", "C", "C", "C", "C", "C", "C", "C", "C", "C", "C", "C", "C", "C", "C", "N", "C", "C", "H", "H", "H", "H", "H", "H", "H", "H", "H", "H", "H", "H", "H", "H", "H", "H", "H", "H", "H", "H", "H", "H", "H", "H", "H", "H", "H", "H", "H", "H", "H", "H", "H", "H", "H", "H", "H", "H", "H", "H", "H", "H", "H", "H", "C", "C", "C", "C", "N", "C", "S", "N", "C", "H", "H", "H", "H", "H", "H", "H", "H"],
  "xyz": [[0.137, -0.601, 0.199], [5.203, 2.174, 2.741], [5.246, 1.431, 1.402], [3.907, 1.350, 0.740], [3.410, 2.130, -0.260], [4.069, 3.284, -0.950], [3.698, 4.636, -0.335], [2.065, 1.683, -0.511], [1.740, 0.647, 0.338], [2.867, 0.420, 1.096], [3.011, -0.578, 2.046], [2.054, -1.498, 2.425], [2.196, -2.467, 3.490], [3.421, -2.629, 4.334], [3.508, -1.608, 5.472], [1.008, -3.118, 3.582], [0.143, -2.540, 2.574], [-1.188, -2.857, 2.377], [-2.062, -2.226, 1.509], [-1.737, -1.193, 0.654], [-2.898, -0.905, -0.035], [-3.019, 0.032, -1.041], [-2.012, 0.853, -1.524], [-0.719, 0.821, -1.084], [-0.077, 1.837, -1.737], [1.230, 2.219, -1.478], [-0.975, 2.500, -2.651], [-2.186, 1.891, -2.509], [-3.487, 2.249, -3.158], [-4.360, 3.157, -2.285], [-0.616, 3.684, -3.495], [-0.680, 5.012, -2.736], [-3.972, -1.742, 0.427], [-3.450, -2.572, 1.370], [-4.165, -3.616, 2.171], [-4.581, -3.100, 3.552], [-5.369, -1.734, -0.110], [-5.513, -2.576, -1.382], [0.808, -1.579, 1.870], [0.594, -4.176, 4.556], [-0.195, -3.623, 5.746], [6.162, 2.110, 3.255], [4.438, 1.755, 3.396], [4.970, 3.230, 2.597], [5.641, 0.424, 1.558], [5.948, 1.926, 0.729], [3.797, 3.287, -2.009], [5.152, 3.150, -0.919], [2.624, 4.818, -0.410], [4.218, 5.451, -0.838], [3.961, 4.666, 0.723], [3.964, -0.624, 2.558], [4.311, -2.546, 3.705], [3.438, -3.640, 4.744], [3.464, -0.587, 5.089], [4.439, -1.723, 6.026], [2.680, -1.732, 6.171], [-1.600, -3.652, 2.984], [-4.004, 0.154, -1.473], [1.621, 3.054, -2.046], [-4.045, 1.339, -3.396], [-3.290, 2.743, -4.112], [-4.535, 2.706, -1.307], [-5.327, 3.340, -2.753], [-3.878, 4.121, -2.119], [-1.286, 3.725, -4.356], [0.392, 3.554, -3.901], [-1.697, 5.220, -2.405], [-0.351, 5.839, -3.365], [-0.046, 4.986, -1.848], [-3.533, -4.501, 2.278], [-5.046, -3.947, 1.619], [-3.724, -2.694, 4.091], [-5.016, -3.897, 4.155], [-5.319, -2.303, 3.461], [-5.683, -0.706, -0.310], [-6.049, -2.108, 0.657], [-4.900, -2.170, -2.189], [-6.548, -2.603, -1.720], [-5.184, -3.600, -1.203], [1.484, -4.694, 4.916], [-0.007, -4.930, 4.042], [0.412, -2.926, 6.326], [-0.513, -4.428, 6.408], [-1.084, -3.084, 5.414], [2.943, 0.963, -4.619], [1.744, 0.158, -4.252], [0.545, 0.170, -4.905], [-0.499, -0.617, -4.398], [-0.366, -1.365, -3.303], [0.787, -1.330, -2.656], [1.083, -2.189, -1.167], [1.825, -0.618, -3.149], [-1.840, -0.621, -5.054], [2.891, 1.269, -5.661], [3.862, 0.399, -4.461], [2.981, 1.856, -3.993], [0.410, 0.781, -5.786], [2.676, -0.625, -2.597], [-1.754, -0.537, -6.136], [-2.407, 0.245, -4.695], [-2.385, -1.521, -4.783]],
  "e_homo_ev": [-9.232, -9.151],
  "e_tot_ev": -89862.0493,
  "charge": 1,
  "lumo_ha": [-0.1311, -0.1307],
  "spin_multiplicity": 3
}

{
  "formula": "C42H52PS5W",
  "method": "the ωB97M-V functional and the def2-TZVPD basis",
  "species": ["W", "C", "C", "C", "C", "C", "C", "C", "C", "C", "C", "C", "C", "C", "C", "C", "C", "C", "C", "C", "C", "C", "P", "C", "C", "C", "C", "C", "C", "C", "C", "H", "H", "H", "H", "H", "H", "H", "H", "H", "H", "H", "H", "H", "H", "H", "H", "H", "H", "H", "H", "H", "H", "H", "H", "H", "H", "H", "H", "H", "H", "H", "H", "H", "H", "H", "H", "H", "H", "H", "H", "H", "H", "H", "H", "H", "S", "C", "S", "C", "C", "S", "S", "S", "C", "C", "C", "C", "C", "C", "C", "C", "C", "C", "H", "H", "H", "H", "H", "H", "H"],
  "xyz": [[-0.742, -0.398, -0.731], [-4.494, 1.011, 2.959], [-3.777, 1.441, 1.669], [-3.685, 2.961, 1.585], [-2.448, 0.735, 1.615], [-2.403, -0.594, 1.259], [-1.224, -1.403, 1.323], [-1.500, -2.889, 1.553], [-0.430, -3.906, 1.178], [-1.926, -3.074, 3.017], [-0.006, -0.682, 1.537], [-0.077, 0.675, 2.110], [-1.261, 1.348, 2.086], [1.082, 1.307, 2.864], [1.235, 2.812, 2.614], [0.873, 1.101, 4.374], [1.292, -1.417, 1.727], [1.564, -1.898, 3.008], [2.771, -2.490, 3.317], [3.746, -2.592, 2.335], [3.482, -2.139, 1.057], [2.249, -1.565, 0.718], [1.868, -0.920, -0.963], [3.066, 0.523, -1.190], [3.028, 1.324, 0.111], [4.524, 0.110, -1.417], [2.615, 1.417, -2.352], [2.317, -2.286, -2.243], [3.523, -3.142, -1.834], [2.631, -1.697, -3.626], [1.141, -3.250, -2.407], [-5.475, 1.484, 3.009], [-3.924, 1.320, 3.837], [-4.632, -0.070, 3.004], [-4.360, 1.077, 0.819], [-3.265, 3.385, 2.500], [-4.684, 3.380, 1.467], [-3.080, 3.286, 0.740], [-3.331, -1.093, 0.996], [-2.382, -3.111, 0.946], [0.390, -3.935, 1.893], [-0.020, -3.707, 0.192], [-0.882, -4.898, 1.154], [-1.092, -2.894, 3.696], [-2.266, -4.098, 3.175], [-2.739, -2.400, 3.288], [-1.312, 2.352, 2.482], [2.006, 0.804, 2.581], [0.443, 3.376, 3.107], [1.217, 3.079, 1.559], [2.180, 3.151, 3.039], [-0.032, 1.618, 4.698], [1.717, 1.520, 4.922], [0.777, 0.054, 4.652], [0.804, -1.806, 3.771], [2.956, -2.858, 4.317], [4.709, -3.030, 2.561], [4.259, -2.235, 0.320], [3.552, 0.806, 0.914], [2.012, 1.518, 0.445], [3.518, 2.287, -0.049], [4.924, -0.471, -0.588], [5.113, 1.029, -1.471], [4.687, -0.430, -2.345], [1.587, 1.759, -2.245], [2.714, 0.927, -3.317], [3.253, 2.304, -2.365], [4.436, -2.568, -1.687], [3.712, -3.829, -2.662], [3.323, -3.747, -0.952], [3.582, -1.170, -3.655], [1.851, -1.043, -4.005], [2.713, -2.540, -4.316], [0.850, -3.708, -1.465], [1.462, -4.057, -3.070], [0.278, -2.774, -2.863], [-3.355, -2.922, -7.075], [-2.736, -2.389, -5.676], [-3.190, -3.028, -4.114], [-2.165, -1.984, -3.167], [-1.413, -1.085, -3.842], [-0.290, -0.064, -3.035], [-1.575, -1.083, -5.574], [-1.967, -2.154, -1.460], [-0.617, 5.283, -1.368], [0.209, 4.261, -0.857], [-0.255, 2.977, -0.806], [-1.544, 2.628, -1.265], [-2.013, 1.278, -1.208], [-3.296, 1.030, -1.646], [-4.129, 2.061, -2.145], [-3.676, 3.342, -2.220], [-2.369, 3.660, -1.775], [-1.874, 4.986, -1.812], [-0.252, 6.301, -1.404], [1.205, 4.500, -0.506], [0.369, 2.192, -0.395], [-3.699, 0.025, -1.638], [-5.128, 1.813, -2.482], [-4.305, 4.132, -2.612], [-2.516, 5.768, -2.200]],
  "e_homo_ev": [-9.996, -9.997],
  "e_tot_ev": -109684.3191,
  "charge": 1,
  "lumo_ha": [-0.1401, -0.1400]
}